Formula: H7NO2
Source: the Open Molecules 2025 dataset
Level of theory: ωB97M-V/def2-TZVPD

* E_LUMO: 0.97 eV
* frontier orbital gap: 10.91 eV
* energy above the lowest of the compared OMol25 structures with the same formula, charge and spin: 18.3 kJ/mol
* total charge: 0
* SMILES: N.O.O
* HOMO energy: -9.9 eV
* electronic energy: -209.4310 a.u.

```
10
H7NO2 ωB97M-V/def2-TZVPD
N 0.522 0.797 1.433
H -0.401 0.518 1.147
H 0.837 1.622 0.956
H 0.742 0.781 2.423
O -1.714 -0.652 -0.519
H -0.968 -0.860 -1.102
H -2.504 -0.743 -1.057
O 0.902 -0.547 -1.372
H 0.824 0.056 -0.622
H 1.759 -0.970 -1.288
```

=====

Formula: C6H9NS
Source: the Open Molecules 2025 dataset
Level of theory: ωB97M-V/def2-TZVPD

* E_LUMO: 0.73 eV
* frontier orbital gap: 9.25 eV
* energy above the lowest of the compared OMol25 structures with the same formula, charge and spin: 511.4 kJ/mol
* total charge: 0
* SMILES: C=C1CN[C@@H]2C[C@@]12S
* HOMO energy: -8.5 eV
* electronic energy: -686.7680 a.u.

```
17
C6H9NS ωB97M-V/def2-TZVPD
C -1.606 -1.428 0.528
C -0.689 -0.584 0.072
C -1.024 0.401 -1.108
N -0.174 1.630 -1.001
C 0.408 1.282 0.372
C 1.516 0.762 1.260
C 0.711 -0.238 0.380
S 1.945 -0.898 -0.847
H -1.488 -2.242 1.321
H -2.549 -1.634 -0.009
H -0.919 -0.270 -1.986
H -2.041 0.625 -1.103
H 0.580 1.504 -1.740
H -0.445 1.550 0.945
H 1.342 0.791 2.292
H 2.611 0.926 0.920
H 1.820 -2.177 -0.296
```

=====

Formula: C20H30BrCoO10
Source: the Open Molecules 2025 dataset
Level of theory: ωB97M-V/def2-TZVPD

* multiplicity: 5
* E_LUMO (alpha / beta): 0.48 / 0.42 eV
* frontier orbital gap (alpha / beta): 2.52 / 8.05 eV
* total charge: 0
* HOMO energy (alpha / beta): -2.0 / -7.6 eV
* electronic energy: -5489.1466 a.u.

```
62
C20H30BrCoO10 ωB97M-V/def2-TZVPD
Co -0.212 -1.485 0.699
Br -1.321 -3.299 1.873
O -2.034 -0.453 0.128
C -3.033 0.155 -0.324
O -3.584 -0.238 -1.537
C -4.895 0.344 -1.883
C -5.242 1.079 -0.618
C -3.897 1.211 0.175
H -5.541 -0.522 -2.024
H -4.951 1.168 -2.595
H -6.008 0.516 -0.086
H -5.734 2.025 -0.842
H -4.175 1.025 1.212
H -3.484 2.195 -0.050
O 0.098 0.024 2.111
C 0.104 1.208 2.440
O 0.703 1.644 3.590
C 0.238 2.837 4.147
C -0.995 2.976 3.303
C -0.636 2.314 1.907
H 1.023 3.571 3.966
H 0.156 2.709 5.226
H -1.373 3.998 3.319
H -1.884 2.658 3.847
H 0.016 2.860 1.225
H -1.487 2.281 1.228
O -0.181 -2.376 -1.150
C -0.555 -2.924 -2.145
O 0.166 -3.474 -3.117
C -0.514 -4.485 -3.867
C -2.006 -4.027 -3.656
C -1.948 -3.389 -2.375
H -0.393 -5.443 -3.362
H -0.187 -4.599 -4.901
H -2.630 -4.902 -3.472
H -2.329 -3.330 -4.429
H -2.145 -4.161 -1.631
H -2.567 -2.497 -2.276
O 0.961 0.263 -0.634
C 1.312 1.302 -1.161
O 0.363 2.216 -1.569
C 1.008 3.333 -2.029
C 2.520 3.256 -1.606
C 2.760 1.822 -1.430
H 0.704 4.358 -1.814
H 0.787 3.227 -3.091
H 2.675 3.883 -0.728
H 3.135 3.663 -2.408
H 3.481 1.672 -0.627
H 3.200 1.331 -2.297
O 1.844 -2.029 1.235
C 2.926 -1.642 1.610
O 3.472 -0.557 1.199
C 4.838 -0.394 1.645
C 4.961 -1.444 2.703
C 3.877 -2.460 2.456
H 5.079 0.598 2.028
H 5.422 -0.618 0.753
H 4.743 -0.938 3.643
H 5.935 -1.918 2.831
H 3.316 -2.759 3.341
H 4.117 -3.362 1.894
```

=====

Formula: C4H14N3S
Source: the Open Molecules 2025 dataset
Level of theory: ωB97M-V/def2-TZVPD

* E_LUMO: -3.22 eV
* frontier orbital gap: 8.19 eV
* energy above the lowest of the compared OMol25 structures with the same formula, charge and spin: 292.2 kJ/mol
* total charge: +1
* HOMO energy: -11.4 eV
* electronic energy: -722.9553 a.u.

```
22
C4H14N3S ωB97M-V/def2-TZVPD
C -0.802 -0.559 -1.560
C -1.966 -2.215 -3.400
S -2.016 -0.537 -2.854
H -0.409 -1.568 -1.506
H 0.043 0.045 -1.894
H -1.261 -0.251 -0.563
H -1.107 -2.861 -3.515
H -2.168 -2.126 -4.488
H -2.585 -2.977 -2.859
C 1.775 0.370 3.254
C 0.673 1.312 1.208
N 0.720 1.450 2.625
N 1.424 0.503 0.399
N -0.428 1.906 0.613
H 0.755 2.331 3.071
H 2.113 -0.195 0.886
H 1.118 0.286 -0.539
H -1.020 2.449 1.214
H -0.572 2.138 -0.391
H 1.405 -0.715 2.819
H 1.432 0.535 4.357
H 2.875 0.679 3.123
```

=====

Formula: C16H29S4Sb2Ti
Source: the Open Molecules 2025 dataset
Level of theory: ωB97M-V/def2-TZVPD

* E_LUMO (alpha / beta): 2.84 / 2.84 eV
* frontier orbital gap (alpha / beta): 6.34 / 6.37 eV
* energy above the lowest of the compared OMol25 structures with the same formula, charge and spin: 255.8 kJ/mol
* total charge: -1
* HOMO energy (alpha / beta): -3.5 / -3.5 eV
* electronic energy: -3549.7874 a.u.

```
52
C16H29S4Sb2Ti ωB97M-V/def2-TZVPD
Ti 0.163 -0.652 0.093
C 0.170 -1.317 2.586
Sb 2.111 -2.110 1.356
C 3.362 -1.144 -0.218
C 3.274 -1.194 3.044
C 4.481 -0.426 2.656
C 5.657 -1.116 2.364
C 6.790 -0.471 1.898
C 6.770 0.903 1.722
C 5.619 1.610 2.035
C 4.470 0.975 2.505
C 3.264 1.786 2.820
Sb 1.716 1.749 1.299
C 2.737 3.072 -0.037
C 0.495 3.200 2.295
H 0.607 -1.944 3.367
H -0.824 -1.706 2.363
H 0.060 -0.301 2.967
H 3.996 -1.929 -0.637
H 3.997 -0.348 0.170
H 2.758 -0.736 -1.033
H 3.562 -2.071 3.627
H 2.578 -0.613 3.649
H 5.668 -2.193 2.486
H 7.682 -1.041 1.667
H 7.645 1.424 1.353
H 5.604 2.687 1.915
H 3.530 2.839 2.924
H 2.798 1.473 3.755
H 3.056 3.974 0.487
H 2.080 3.335 -0.864
H 3.611 2.556 -0.435
H 1.078 4.078 2.575
H 0.058 2.745 3.183
H -0.315 3.483 1.626
S -1.783 0.397 1.135
S -2.513 1.236 -0.636
S -0.895 2.226 -1.356
S 0.443 0.702 -1.931
C 1.135 -3.345 -2.154
C -0.358 -3.278 -1.845
C -1.109 -2.606 -2.993
C -0.630 -2.577 -0.515
H 1.335 -3.924 -3.059
H 1.692 -3.799 -1.329
H 1.527 -2.334 -2.309
H -0.723 -4.316 -1.787
H -0.801 -1.562 -3.089
H -2.186 -2.619 -2.813
H -0.916 -3.113 -3.942
H -0.403 -3.259 0.317
H -1.705 -2.338 -0.430
```

=====

Formula: C8H19N4S
Source: the Open Molecules 2025 dataset
Level of theory: ωB97M-V/def2-TZVPD

* E_LUMO (alpha / beta): -5.58 / -5.57 eV
* frontier orbital gap (alpha / beta): 6.80 / 6.80 eV
* energy above the lowest of the compared OMol25 structures with the same formula, charge and spin: 250.5 kJ/mol
* total charge: +1
* HOMO energy (alpha / beta): -12.4 / -12.4 eV
* electronic energy: -932.9362 a.u.

```
32
C8H19N4S ωB97M-V/def2-TZVPD
C -0.673 -0.232 0.262
C -0.243 0.091 1.658
C 1.335 -0.241 -1.125
C -2.712 -1.573 -0.407
C -2.292 0.512 -1.487
C -2.995 0.726 0.908
C 4.252 -1.552 -0.070
C -2.276 -0.110 -0.179
N -0.012 -0.550 -0.823
N 2.221 0.204 -0.043
N 1.507 2.369 0.610
N 1.709 1.005 0.921
S 3.926 0.197 -0.183
H -0.866 0.744 2.232
H 0.292 -0.598 2.280
H 1.598 -1.154 -1.492
H 1.396 0.492 -1.993
H -3.518 -1.708 -1.215
H -1.832 -2.138 -0.743
H -3.104 -2.205 0.541
H -1.653 1.513 -1.563
H -3.268 0.712 -1.733
H -1.861 -0.154 -2.215
H -3.986 0.867 0.646
H -2.467 1.765 0.920
H -3.016 0.103 1.851
H 3.414 -2.156 0.409
H 5.217 -1.719 0.564
H 4.535 -1.789 -1.075
H 0.867 2.563 -0.157
H 2.191 3.051 0.966
H 2.313 0.964 1.737
```

=====

Formula: C5H12OSi
Source: the Open Molecules 2025 dataset
Level of theory: ωB97M-V/def2-TZVPD

* E_LUMO (alpha / beta): 0.10 / 0.44 eV
* frontier orbital gap (alpha / beta): 7.83 / 7.29 eV
* energy above the lowest of the compared OMol25 structures with the same formula, charge and spin: 413.6 kJ/mol
* total charge: 0
* HOMO energy (alpha / beta): -7.7 / -6.8 eV
* electronic energy: -562.3020 a.u.

```
19
C5H12OSi ωB97M-V/def2-TZVPD
C -0.637 -1.262 -1.381
C 0.617 -1.039 -1.147
C -1.487 1.380 -0.951
C -0.002 -1.717 1.806
C -0.240 1.941 -0.434
O 2.731 -0.810 0.968
Si 1.119 -0.708 0.641
H -1.031 -1.463 -2.392
H -1.182 -1.549 -0.472
H 1.254 -0.808 -1.865
H -1.201 0.593 -1.495
H -2.208 1.316 -0.131
H -1.947 2.118 -1.591
H -0.726 -0.982 2.253
H -0.621 -2.452 1.298
H 0.638 -2.126 2.699
H -0.185 2.444 0.542
H 0.370 2.442 -1.155
H 3.164 -1.671 1.088
```